Entry from OMol25: a cluster of 11 separate species, C51H125N11O5 in total at a distorted geometry (the ωB97M-V functional and the def2-TZVPD basis).

Summary:
DFT total energy = -81537.8634 eV
multiplicity = 1
frontier orbital gap = 8.018 eV
highest occupied orbital energy = -7.97 eV
LUMO energy = 0.051 eV

Geometry (Å):
1 C 3.914 -2.611 -6.049
2 C 3.364 -3.381 -4.824
3 N 4.504 -4.179 -4.262
4 C 4.212 -4.640 -2.833
5 C 3.028 -5.619 -2.784
6 C 4.864 -5.377 -5.167
7 C 6.173 -6.007 -4.770
8 H 3.101 -2.010 -6.457
9 H 4.173 -3.298 -6.855
10 H 4.767 -1.951 -5.897
11 H 3.093 -2.720 -4.002
12 H 2.531 -3.935 -5.257
13 H 5.116 -5.087 -2.420
14 H 3.886 -3.844 -2.164
15 H 2.625 -5.765 -1.781
16 H 2.172 -5.383 -3.415
17 H 3.294 -6.577 -3.230
18 H 4.977 -5.001 -6.184
19 H 4.054 -6.082 -5.354
20 H 6.454 -6.834 -5.422
21 H 6.054 -6.377 -3.752
22 H 6.947 -5.260 -4.947
23 C 9.107 -4.950 -11.112
24 C 7.966 -3.871 -11.374
25 N 8.385 -2.719 -12.200
26 C 7.065 -2.005 -12.474
27 C 7.190 -0.599 -13.162
28 C 9.515 -1.965 -11.640
29 C 9.113 -1.424 -10.235
30 H 9.796 -5.006 -11.956
31 H 8.724 -5.921 -10.797
32 H 9.634 -4.557 -10.243
33 H 7.294 -4.354 -12.083
34 H 7.450 -3.557 -10.467
35 H 6.458 -2.607 -13.149
36 H 6.508 -1.836 -11.552
37 H 7.514 0.195 -12.490
38 H 7.866 -0.482 -14.009
39 H 6.204 -0.332 -13.541
40 H 10.022 -1.274 -12.314
41 H 10.348 -2.635 -11.426
42 H 8.218 -0.803 -10.246
43 H 9.796 -0.778 -9.683
44 H 8.914 -2.263 -9.568
45 C 15.401 5.015 -12.744
46 C 14.886 3.613 -12.647
47 N 15.793 2.673 -11.902
48 C 15.489 2.831 -10.508
49 C 16.498 2.225 -9.600
50 C 15.409 1.304 -12.356
51 C 15.960 1.092 -13.765
52 H 15.157 5.664 -11.903
53 H 14.902 5.453 -13.609
54 H 16.479 5.076 -12.896
55 H 13.877 3.517 -12.247
56 H 14.725 3.220 -13.651
57 H 15.458 3.892 -10.259
58 H 14.522 2.442 -10.191
59 H 17.534 2.317 -9.927
60 H 16.422 2.499 -8.548
61 H 16.237 1.169 -9.527
62 H 14.345 1.114 -12.495
63 H 15.821 0.602 -11.631
64 H 16.868 1.639 -14.018
65 H 15.257 1.185 -14.593
66 H 16.196 0.029 -13.712
67 C 13.120 -9.641 -6.953
68 C 14.264 -10.523 -7.532
69 N 13.892 -11.403 -8.643
70 C 14.839 -12.459 -8.900
71 C 14.503 -13.496 -9.974
72 C 13.378 -10.702 -9.789
73 C 14.333 -9.618 -10.244
74 H 12.257 -10.283 -6.773
75 H 12.979 -8.764 -7.586
76 H 13.487 -9.249 -6.004
77 H 15.242 -10.056 -7.645
78 H 14.430 -11.230 -6.718
79 H 15.029 -12.940 -7.941
80 H 15.795 -11.995 -9.140
81 H 14.679 -13.106 -10.977
82 H 13.478 -13.847 -9.857
83 H 15.060 -14.428 -9.881
84 H 13.167 -11.341 -10.646
85 H 12.475 -10.183 -9.470
86 H 14.455 -8.882 -9.449
87 H 15.321 -9.992 -10.512
88 H 13.875 -9.086 -11.078
89 C 10.878 0.830 -19.309
90 C 10.265 0.130 -20.552
91 N 9.426 1.011 -21.456
92 C 10.233 2.026 -22.091
93 C 9.626 2.809 -23.316
94 C 8.277 1.594 -20.870
95 C 7.397 0.558 -20.211
96 H 11.281 0.048 -18.665
97 H 10.084 1.256 -18.696
98 H 11.652 1.519 -19.649
99 H 11.076 -0.226 -21.187
100 H 9.709 -0.743 -20.211
101 H 10.542 2.710 -21.301
102 H 11.114 1.553 -22.526
103 H 8.905 2.151 -23.800
104 H 9.044 3.713 -23.137
105 H 10.336 3.196 -24.047
106 H 7.677 2.083 -21.638
107 H 8.556 2.434 -20.234
108 H 6.560 0.982 -19.656
109 H 7.952 0.059 -19.416
110 H 6.995 -0.173 -20.912
111 C 1.249 -4.660 -17.269
112 C -0.243 -4.323 -17.540
113 N -0.409 -3.782 -18.922
114 C 0.163 -2.492 -19.126
115 C -0.285 -1.365 -18.211
116 C -1.862 -3.851 -19.283
117 C -2.248 -3.471 -20.719
118 H 1.300 -5.360 -16.435
119 H 1.821 -3.760 -17.042
120 H 1.729 -5.115 -18.135
121 H -0.817 -5.248 -17.599
122 H -0.710 -3.692 -16.784
123 H 1.207 -2.664 -19.389
124 H -0.078 -2.172 -20.140
125 H -1.366 -1.465 -18.110
126 H 0.252 -1.248 -17.270
127 H -0.256 -0.407 -18.729
128 H -2.542 -3.278 -18.652
129 H -2.151 -4.902 -19.254
130 H -3.164 -3.989 -21.005
131 H -1.479 -3.724 -21.448
132 H -2.409 -2.397 -20.807
133 C 4.734 9.455 -16.427
134 N 5.572 8.413 -15.927
135 C 5.204 7.168 -16.176
136 C 6.078 6.175 -15.371
137 O 4.366 6.759 -16.925
138 H 3.668 9.232 -16.379
139 H 5.047 9.667 -17.450
140 H 4.911 10.409 -15.931
141 H 6.512 8.677 -15.668
142 H 6.367 6.648 -14.433
143 H 6.905 5.843 -15.998
144 H 5.495 5.269 -15.209
145 C 14.630 -10.630 -18.393
146 N 13.587 -10.204 -17.538
147 C 12.951 -11.091 -16.703
148 C 11.635 -10.563 -16.158
149 O 13.359 -12.226 -16.407
150 H 14.970 -11.662 -18.305
151 H 15.414 -9.895 -18.211
152 H 14.434 -10.591 -19.465
153 H 13.047 -9.432 -17.904
154 H 11.862 -9.859 -15.358
155 H 11.038 -11.399 -15.795
156 H 11.051 -10.036 -16.913
157 C 12.439 -4.595 -15.331
158 N 11.104 -4.860 -15.789
159 C 10.743 -5.483 -16.928
160 C 9.230 -5.711 -17.133
161 O 11.526 -5.847 -17.859
162 H 13.128 -5.106 -16.003
163 H 12.716 -4.976 -14.348
164 H 12.694 -3.536 -15.367
165 H 10.402 -4.382 -15.243
166 H 9.107 -6.587 -17.771
167 H 8.693 -4.885 -17.599
168 H 8.738 -5.982 -16.199
169 C 7.277 -12.260 -8.086
170 N 5.997 -11.866 -7.561
171 C 5.271 -12.409 -6.593
172 C 5.522 -13.821 -6.037
173 O 4.338 -11.727 -6.073
174 H 7.973 -11.425 -8.171
175 H 7.180 -12.790 -9.034
176 H 7.813 -12.953 -7.437
177 H 5.668 -10.948 -7.825
178 H 5.865 -13.887 -5.004
179 H 6.417 -14.094 -6.596
180 H 4.661 -14.488 -6.065
181 C 0.842 -9.144 -9.692
182 N 1.683 -9.535 -10.856
183 C 2.942 -9.178 -11.145
184 C 3.575 -9.713 -12.440
185 O 3.557 -8.455 -10.404
186 H 1.069 -9.924 -8.965
187 H -0.209 -9.332 -9.910
188 H 1.006 -8.180 -9.212
189 H 1.120 -10.110 -11.467
190 H 2.923 -9.440 -13.270
191 H 3.695 -10.797 -12.430
192 H 4.561 -9.282 -12.610



Entry from OMol25: a structure of composition C51H27Cl6N5OSTc at a distorted geometry (the ωB97M-V functional and the def2-TZVPD basis).

Summary:
DFT total energy = -150993.1964 eV
multiplicity = 2
⟨S²⟩ = 0.795
frontier orbital gap (spin up / spin down) = 5.009 / 4.866 eV
highest occupied orbital energy (spin up / spin down) = -6.87 / -6.79 eV
LUMO energy (spin up / spin down) = -1.859 / -1.924 eV

Geometry (Å):
1 Tc -0.261 -0.217 0.124
2 Cl 4.353 7.436 3.261
3 C 3.572 6.002 2.685
4 C 2.656 5.356 3.500
5 C 2.004 4.228 3.033
6 C 2.267 3.730 1.757
7 C 3.215 4.374 0.968
8 C 3.863 5.511 1.423
9 C 1.513 2.550 1.262
10 C 2.220 1.387 0.941
11 C 3.636 1.235 1.042
12 C 3.933 -0.057 0.745
13 C 2.698 -0.721 0.477
14 C 2.568 -2.102 0.238
15 C 3.815 -2.913 0.325
16 C 4.362 -3.500 -0.813
17 C 5.562 -4.191 -0.746
18 C 6.218 -4.294 0.469
19 Cl 7.757 -5.087 0.551
20 C 5.665 -3.764 1.624
21 C 4.464 -3.078 1.547
22 C 1.385 -2.774 -0.064
23 N 0.168 -2.201 -0.288
24 C -0.716 -3.237 -0.548
25 C -2.022 -3.085 -0.992
26 C -2.869 -4.232 -1.370
27 C -2.422 -5.314 -2.133
28 C -3.248 -6.393 -2.398
29 C -4.552 -6.396 -1.930
30 Cl -5.587 -7.736 -2.279
31 C -5.033 -5.326 -1.192
32 C -4.196 -4.261 -0.917
33 C -2.648 -1.794 -1.065
34 C -3.586 -1.281 -1.930
35 C -3.913 0.050 -1.534
36 C -3.143 0.346 -0.451
37 N -2.322 -0.752 -0.194
38 C -3.154 1.195 0.784
39 C -1.973 2.134 0.919
40 C -1.971 3.484 1.317
41 C -0.653 3.834 1.489
42 C 0.123 2.676 1.210
43 N -0.727 1.652 0.840
44 C -4.464 1.918 0.976
45 C -5.258 1.751 2.100
46 C -6.456 2.442 2.217
47 C -6.856 3.292 1.202
48 Cl -8.358 4.149 1.338
49 C -6.067 3.482 0.077
50 C -4.869 2.797 -0.027
51 C -0.021 -4.496 -0.392
52 C 1.270 -4.212 -0.125
53 N 1.663 0.182 0.561
54 H 2.460 5.739 4.493
55 H 1.293 3.720 3.671
56 H 3.431 3.994 -0.022
57 H 4.588 6.020 0.802
58 H 4.323 2.016 1.324
59 H 4.908 -0.515 0.720
60 H 3.852 -3.388 -1.759
61 H 5.987 -4.646 -1.631
62 H 6.178 -3.886 2.568
63 H 4.022 -2.665 2.445
64 H -1.431 -5.303 -2.564
65 H -2.884 -7.235 -2.971
66 H -6.051 -5.335 -0.827
67 H -4.564 -3.451 -0.305
68 H -3.994 -1.813 -2.775
69 H -4.627 0.699 -2.011
70 H -2.844 4.102 1.448
71 H -0.265 4.800 1.764
72 H -4.928 1.095 2.895
73 H -7.071 2.329 3.099
74 H -6.384 4.165 -0.698
75 H -4.223 2.956 -0.883
76 H -0.479 -5.468 -0.435
77 H 2.073 -4.909 0.049
78 Cl 2.255 -1.017 -3.293
79 C 2.477 0.662 -2.971
80 C 3.693 1.238 -3.296
81 C 3.856 2.607 -3.168
82 C 2.808 3.394 -2.726
83 C 1.606 2.804 -2.365
84 Cl 0.325 3.832 -1.840
85 C 1.412 1.417 -2.455
86 S -0.156 0.684 -2.121
87 H 4.494 0.619 -3.674
88 H 4.799 3.060 -3.442
89 H 2.908 4.470 -2.681
90 O -2.782 0.206 3.028
91 C -2.680 0.108 1.837
92 N -1.987 -0.884 1.160



Entry from OMol25: a structure of composition C51H30Cl4F5N6W at a distorted geometry (the ωB97M-V functional and the def2-TZVPD basis).

Summary:
DFT total energy = -127789.8730 eV
multiplicity = 1
charge = +3
frontier orbital gap (spin up / spin down) = 4.329 / 4.335 eV
highest occupied orbital energy (spin up / spin down) = -15.07 / -15.06 eV
LUMO energy (spin up / spin down) = -10.737 / -10.729 eV

Geometry (Å):
1 W -0.010 0.298 0.331
2 Cl -3.709 5.338 -6.823
3 C -3.178 4.572 -5.441
4 C -3.581 3.275 -5.183
5 C -2.974 2.570 -4.173
6 C -2.104 3.202 -3.288
7 C -1.725 4.524 -3.594
8 C -2.149 5.170 -4.736
9 C -1.463 2.443 -2.191
10 C -0.430 1.584 -2.553
11 C 0.007 1.577 -3.965
12 C 0.967 0.638 -3.931
13 C 1.176 0.092 -2.618
14 C 2.251 -0.731 -2.353
15 C 3.095 -1.111 -3.514
16 C 2.703 -2.124 -4.385
17 C 3.496 -2.536 -5.423
18 C 4.709 -1.900 -5.647
19 Cl 5.741 -2.391 -6.907
20 C 5.176 -0.866 -4.784
21 C 4.390 -0.553 -3.662
22 C 2.600 -1.102 -1.061
23 N 1.943 -0.724 0.048
24 C 2.405 -1.537 1.129
25 C 1.920 -1.343 2.388
26 C 2.054 -2.059 3.619
27 C 1.598 -1.434 4.777
28 C 1.706 -2.066 6.006
29 C 2.412 -3.256 6.062
30 Cl 2.686 -4.055 7.542
31 C 2.983 -3.859 4.920
32 C 2.778 -3.293 3.738
33 C 1.216 -0.089 2.371
34 C 1.841 1.114 1.878
35 C 0.942 2.141 1.938
36 C -0.252 1.439 2.341
37 N -0.101 0.194 2.658
38 C -1.483 2.251 2.506
39 C -1.682 2.801 1.309
40 C -2.656 3.767 0.930
41 C -2.511 3.875 -0.434
42 C -1.685 2.820 -0.866
43 N -1.037 2.218 0.175
44 C -2.128 2.468 3.787
45 C -3.515 2.694 3.835
46 C -4.091 2.887 5.090
47 C -3.359 3.093 6.257
48 Cl -4.088 3.804 7.603
49 C -1.977 2.782 6.207
50 C -1.396 2.540 4.985
51 C 3.449 -2.373 0.583
52 C 3.639 -2.075 -0.713
53 N 0.200 0.667 -1.745
54 H -4.333 2.906 -5.870
55 H -3.211 1.515 -4.029
56 H -1.021 4.981 -2.901
57 H -1.987 6.242 -4.985
58 H -0.354 2.152 -4.776
59 H 1.510 0.284 -4.760
60 H 1.787 -2.660 -4.230
61 H 3.246 -3.361 -6.020
62 H 6.139 -0.467 -4.991
63 H 4.783 0.188 -2.873
64 H 1.148 -0.449 4.764
65 H 1.353 -1.616 6.909
66 H 3.554 -4.793 5.007
67 H 3.159 -3.745 2.867
68 H 2.895 1.089 1.693
69 H 0.998 3.098 1.488
70 H -3.169 4.397 1.630
71 H -3.110 4.479 -1.097
72 H -4.230 2.489 3.046
73 H -5.190 2.970 5.083
74 H -1.322 2.892 7.093
75 H -0.311 2.368 4.954
76 H 4.065 -3.071 1.177
77 H 4.228 -2.570 -1.430
78 F -3.219 0.937 0.165
79 C -2.354 -0.087 -0.068
80 F -2.474 -0.360 -1.389
81 C -3.086 -1.295 0.699
82 F -2.960 -2.412 -0.063
83 F -4.350 -1.021 0.863
84 F -2.488 -1.583 1.941
85 N -0.633 -5.918 -0.673
86 C -0.449 -4.641 -0.469
87 C -0.354 -4.110 0.810
88 C -0.352 -2.737 0.955
89 N -0.351 -1.846 -0.101
90 C -0.371 -2.380 -1.327
91 C -0.451 -3.739 -1.521
92 H -0.869 -6.546 0.074
93 H -0.887 -6.224 -1.601
94 H -0.277 -4.660 1.722
95 H -0.329 -2.355 1.937
96 H -0.472 -1.707 -2.178
97 H -0.692 -3.997 -2.541



Entry from OMol25: a structure of composition C51H30N8O2PRh at a distorted geometry (the ωB97M-V functional and the def2-TZVPD basis).

Summary:
DFT total energy = -81691.2228 eV
multiplicity = 1
frontier orbital gap (spin up / spin down) = 4.907 / 4.957 eV
highest occupied orbital energy (spin up / spin down) = -6.30 / -6.30 eV
LUMO energy (spin up / spin down) = -1.390 / -1.343 eV

Geometry (Å):
1 Rh 0.533 1.296 -0.022
2 C 1.248 0.945 6.493
3 C 0.121 1.784 6.507
4 C -0.449 2.238 5.331
5 C 0.132 1.825 4.137
6 C -0.202 2.100 2.743
7 N 0.670 1.439 1.959
8 C 1.576 0.751 2.726
9 N 2.607 0.045 2.321
10 C 2.920 -0.144 1.045
11 C 4.150 -0.782 0.592
12 C 5.208 -1.363 1.286
13 C 6.245 -1.890 0.539
14 C 6.235 -1.834 -0.867
15 C 5.187 -1.251 -1.555
16 C 4.142 -0.723 -0.801
17 C 2.897 -0.077 -1.190
18 N 2.519 0.099 -2.448
19 C 1.401 0.682 -2.813
20 N 0.487 1.317 -2.010
21 C -0.471 1.896 -2.756
22 N -1.456 2.701 -2.353
23 C -1.646 3.039 -1.102
24 N -0.992 2.583 0.002
25 C -1.510 3.143 1.126
26 N -1.187 2.912 2.374
27 C -2.585 4.063 0.720
28 C -3.421 4.883 1.458
29 C -4.349 5.640 0.756
30 C -4.433 5.574 -0.639
31 C -3.592 4.750 -1.371
32 C -2.671 3.996 -0.663
33 C -0.212 1.579 -4.158
34 C -0.893 1.907 -5.326
35 C -0.364 1.458 -6.521
36 C 0.825 0.708 -6.555
37 C 1.506 0.390 -5.394
38 C 0.965 0.834 -4.192
39 N 2.210 0.220 -0.051
40 C 1.245 0.988 4.124
41 C 1.826 0.538 5.304
42 H 1.671 0.612 7.432
43 H -0.306 2.082 7.456
44 H -1.315 2.886 5.331
45 H 5.210 -1.399 2.367
46 H 7.084 -2.352 1.043
47 H 7.066 -2.253 -1.419
48 H 5.172 -1.199 -2.636
49 H -3.353 4.923 2.536
50 H -5.023 6.291 1.297
51 H -5.171 6.176 -1.153
52 H -3.653 4.689 -2.449
53 H -1.804 2.490 -5.290
54 H -0.869 1.689 -7.450
55 H 1.215 0.378 -7.509
56 H 2.422 -0.184 -5.412
57 H 2.691 -0.111 5.284
58 O -3.883 1.014 0.838
59 C -3.112 0.127 0.585
60 O -1.800 0.200 0.767
61 C -3.468 -1.200 0.035
62 C -4.754 -1.703 -0.068
63 C -4.922 -3.002 -0.517
64 C -3.809 -3.772 -0.853
65 C -2.530 -3.247 -0.760
66 C -2.366 -1.939 -0.308
67 P -0.734 -1.136 0.009
68 C 0.194 -1.959 -1.330
69 C 1.469 -2.503 -1.189
70 C 2.103 -3.092 -2.270
71 C 1.497 -3.095 -3.517
72 C 0.254 -2.501 -3.684
73 C -0.391 -1.932 -2.599
74 C -0.246 -1.882 1.605
75 C 0.377 -3.128 1.665
76 C 0.638 -3.728 2.887
77 C 0.266 -3.101 4.067
78 C -0.382 -1.877 4.016
79 C -0.640 -1.270 2.798
80 H -5.590 -1.076 0.213
81 H -5.914 -3.425 -0.603
82 H -3.944 -4.791 -1.192
83 H -1.676 -3.853 -1.034
84 H 1.983 -2.474 -0.238
85 H 3.088 -3.520 -2.136
86 H 2.002 -3.541 -4.364
87 H -0.213 -2.470 -4.659
88 H -1.364 -1.476 -2.745
89 H 0.633 -3.667 0.767
90 H 1.126 -4.693 2.910
91 H 0.472 -3.571 5.019
92 H -0.683 -1.378 4.928
93 H -1.142 -0.316 2.775